Formula: C27H19F4
Source: OMol25
Level of theory: ωB97M-V with the def2-TZVPD basis set

Each line ends with the Mulliken charge.
Positions of all 50 atoms, in Å:
F1 3.2861 -2.0832 0.5063  -0.33
C1 2.9438 -0.8413 1.0002  0.18
C2 3.9805 0.0743 1.1952  -0.65
C3 3.5870 1.2951 1.7486  0.31
F2 4.5534 2.2393 2.0160  -0.31
C4 2.2753 1.5777 2.1295  -0.18
C5 1.2647 0.6004 2.0252  0.05
C6 -0.0202 0.8308 2.7721  0.96
C7 -1.2783 0.6259 1.9747  0.32
C8 -2.3014 1.5839 2.1200  -0.37
C9 -3.6141 1.2911 1.7414  0.35
F3 -4.5860 2.2257 2.0204  -0.31
C10 -3.9922 0.0840 1.1558  -0.66
C11 -2.9453 -0.7997 0.9023  0.33
F4 -3.2733 -2.0390 0.3926  -0.33
C12 -1.5985 -0.5375 1.2251  -0.64
C13 1.6045 -0.6039 1.3573  -0.48
H1 5.0261 -0.1551 0.9883  0.52
H2 1.9728 2.5437 2.5378  0.48
H3 -0.0252 1.7679 3.3997  0.66
H4 -2.0112 2.5348 2.5659  0.49
H5 -5.0402 -0.1604 0.9615  0.52
H6 -0.8314 -1.2523 0.9454  0.24
H7 0.8596 -1.3848 1.2052  0.49
C14 -0.0605 -0.7892 4.7959  0.09
C15 -1.2877 -1.6471 4.9630  0.07
C16 -1.3281 -2.9518 5.5027  0.67
C17 -0.1195 -3.5785 6.1422  -1.03
H8 -0.1356 -4.6663 5.9838  0.54
C18 1.1214 -2.9925 5.5263  0.69
C19 1.1337 -1.6884 4.9832  0.08
C20 2.3918 -1.2120 4.6161  -0.68
C21 3.5738 -1.9523 4.5941  -0.90
C22 3.5201 -3.2704 5.0502  -0.76
C23 2.2990 -3.7465 5.5312  -0.72
C24 -2.5284 -3.6684 5.4792  -0.76
C25 -3.7250 -3.1495 4.9807  -0.75
C26 -3.7292 -1.8264 4.5356  -0.92
C27 -2.5222 -1.1274 4.5750  -0.66
H9 -0.0406 -0.1208 3.7292  -0.67
H10 -0.0555 -0.1033 5.6707  0.66
H11 -0.1263 -3.3786 7.2354  0.35
H12 2.4332 -0.1725 4.3406  0.71
H13 4.5253 -1.5245 4.2511  0.45
H14 4.4025 -3.9102 5.0399  0.41
H15 2.2317 -4.7498 5.9473  0.43
H16 -2.4995 -4.6766 5.8876  0.43
H17 -4.6267 -3.7611 4.9488  0.41
H18 -4.6627 -1.3639 4.1872  0.45
H19 -2.5214 -0.0862 4.3018  0.74

Summary:
**M**: 419.44 g mol⁻¹
**DFT total energy**: -39167.744 eV
**HOMO energy**: -12.22 eV
**Gap between HOMO and LUMO**: 0.2162 hartree
**Net charge**: +1
**2S+1**: 1

Formula: C27H19F6N3O5PS5SeYb
Source: OMol25
Level of theory: ωB97M-V with the def2-TZVPD basis set

Each line ends with the Löwdin spin population.
Positions of all 68 atoms, in Å:
Yb1 0.3328 0.0105 -0.0506  1.00
F1 1.8641 0.6210 1.9868  0.00
C1 2.3811 -0.6227 2.1426  0.00
F2 1.3223 -1.4507 2.2262  0.00
F3 3.0540 -0.6843 3.2551  0.00
S1 3.2377 -1.0904 0.5218  0.00
O1 2.0155 -1.3328 -0.2426  0.00
O2 4.0800 -2.1937 0.7938  0.00
N1 4.0124 0.1716 0.0151  0.00
S2 3.3043 1.2247 -0.9295  0.00
O3 1.8892 1.3641 -0.5801  0.00
O4 4.0640 2.4038 -1.0977  0.00
C2 3.3104 0.4522 -2.6410  0.00
F4 2.8448 1.3562 -3.4995  0.00
F5 2.5627 -0.6404 -2.7368  0.00
F6 4.5540 0.1381 -2.9671  0.00
S3 -3.4696 2.2781 1.6272  0.00
C3 -1.9887 1.6617 1.3183  0.00
S4 -1.3477 0.2271 2.0422  0.00
S5 -0.8590 2.4043 0.1643  0.00
O5 -0.7818 -1.8249 -0.1208  0.00
P1 -2.0756 -2.5547 -0.4193  0.00
C4 -1.6580 -4.1824 -1.0768  0.00
C5 -0.3106 -4.4740 -1.2751  0.00
C6 0.0621 -5.7157 -1.7668  0.00
C7 -0.9085 -6.6620 -2.0632  0.00
C8 -2.2511 -6.3769 -1.8535  0.00
C9 -2.6286 -5.1421 -1.3525  0.00
C10 -3.0586 -2.8471 1.0579  0.00
C11 -2.4036 -3.3616 2.1750  0.00
C12 -3.1273 -3.6675 3.3126  0.00
C13 -4.5020 -3.4662 3.3314  0.00
C14 -5.1525 -2.9505 2.2212  0.00
C15 -4.4326 -2.6417 1.0768  0.00
C16 -3.1339 -1.5990 -1.5261  0.00
C17 -3.2647 -0.2511 -1.1971  0.00
C18 -4.0689 0.5795 -1.9573  0.00
C19 -4.7569 0.0569 -3.0438  0.00
C20 -4.6568 -1.2933 -3.3522  0.00
C21 -3.8504 -2.1277 -2.5940  0.00
H1 0.4355 -3.7278 -1.0311  0.00
H2 1.1093 -5.9417 -1.9190  0.00
H3 -0.6173 -7.6300 -2.4498  0.00
H4 -3.0049 -7.1204 -2.0777  0.00
H5 -3.6718 -4.9236 -1.1532  0.00
H6 -1.3288 -3.5005 2.1433  0.00
H7 -2.6254 -4.0598 4.1871  0.00
H8 -5.0684 -3.7045 4.2222  0.00
H9 -6.2207 -2.7807 2.2468  0.00
H10 -4.9307 -2.2259 0.2096  0.00
H11 -2.7738 0.1351 -0.3130  0.00
H12 -4.1630 1.6243 -1.6883  0.00
H13 -5.3857 0.7018 -3.6442  0.00
H14 -5.2106 -1.6995 -4.1890  0.00
H15 -3.7657 -3.1796 -2.8373  0.00
Se1 -0.3262 2.0449 -2.5917  0.00
N2 -0.1917 0.2905 -2.3172  0.00
C22 -0.6025 -0.3296 -3.4387  0.00
C23 -0.5401 -1.7170 -3.6750  0.00
C24 -0.9895 -2.1995 -4.8729  0.00
C25 -1.5083 -1.3414 -5.8702  0.00
C26 -1.5622 0.0101 -5.6816  0.00
C27 -1.0856 0.5466 -4.4652  0.00
N3 -0.9995 1.8535 -4.1833  0.00
H16 -0.1158 -2.3675 -2.9221  0.00
H17 -0.9458 -3.2657 -5.0591  0.00
H18 -1.8539 -1.7716 -6.8013  0.00
H19 -1.9176 0.6842 -6.4493  0.00

Summary:
**M**: 1022.76 g mol⁻¹
**DFT total energy**: -219664.251 eV
**HOMO energy (spin up / spin down)**: -7.07 / -7.08 eV
**Gap between HOMO and LUMO (spin up / spin down)**: 0.2104 / 0.2105 hartree
**Net charge**: 0
**2S+1**: 2

Formula: C27H20Cl3MnN5O3S
Source: OMol25
Level of theory: ωB97M-V with the def2-TZVPD basis set

Each line ends with the Löwdin spin population.
Positions of all 60 atoms, in Å:
Mn1 -0.9092 -0.2849 -0.2901  3.80
Cl1 -2.1506 6.8196 -1.2159  0.00
C1 -1.9166 5.1046 -1.2518  0.01
C2 -1.6898 4.4605 -2.4743  0.00
C3 -1.4964 3.1003 -2.5296  0.00
C4 -1.5161 2.3379 -1.3606  0.00
O1 -1.3271 1.0357 -1.4480  0.03
C5 -1.7555 2.9800 -0.1413  0.01
C6 -1.8426 2.2384 1.0700  0.01
N1 -1.6397 0.9730 1.1998  0.00
C7 -1.7726 0.3376 2.4670  0.00
C8 -2.3040 0.8916 3.5976  0.00
C9 -2.3670 0.1576 4.7996  0.00
C10 -1.9074 -1.1254 4.8561  0.00
C11 -1.3623 -1.7258 3.6982  0.00
C12 -0.8739 -3.0525 3.6760  0.01
C13 -0.3524 -3.5594 2.5244  0.00
C14 -0.3228 -2.7561 1.3739  0.01
N2 -0.7824 -1.5217 1.3533  -0.02
C15 -1.2996 -0.9865 2.5075  0.00
C16 -1.9568 4.3741 -0.0993  0.00
H1 -1.6692 5.0485 -3.3828  0.00
H2 -1.3277 2.5968 -3.4722  0.00
H3 -2.0934 2.8172 1.9560  0.00
H4 -2.7014 1.8975 3.5925  0.00
H5 -2.7918 0.6241 5.6781  0.00
H6 -1.9619 -1.7007 5.7720  0.00
H7 -0.9235 -3.6485 4.5794  0.00
H8 0.0316 -4.5678 2.4686  0.00
H9 0.0881 -3.1268 0.4491  0.00
H10 -2.1448 4.8648 0.8489  0.00
C17 3.5929 0.0511 2.6125  0.00
N3 3.6029 -0.2364 1.1830  0.00
C18 4.5996 -0.9261 0.5111  0.00
C19 4.2451 -0.9759 -0.7788  0.00
N4 3.0237 -0.3118 -0.8924  0.00
C20 2.6233 0.1329 0.3303  0.01
S1 1.2437 1.0092 0.7690  0.03
C21 2.3550 -0.1380 -2.1457  0.00
C22 3.1332 0.0629 -3.2765  0.00
C23 2.4989 0.0965 -4.5023  0.00
C24 1.1234 -0.0684 -4.5428  0.00
C25 0.4429 -0.2127 -3.3492  0.00
N5 1.0419 -0.2345 -2.1525  0.02
H11 4.6011 -0.0799 2.9947  0.00
H12 2.9119 -0.6209 3.1317  0.00
H13 3.2681 1.0738 2.7756  0.00
H14 5.4641 -1.3229 1.0131  0.00
H15 4.7245 -1.4465 -1.6176  0.00
H16 4.2021 0.1995 -3.1922  0.00
H17 3.0706 0.2468 -5.4088  0.00
H18 0.5790 -0.0788 -5.4769  0.00
H19 -0.6339 -0.3154 -3.3520  0.00
Cl2 -2.3364 -2.7548 -4.1830  0.00
C26 -2.2467 -3.4192 -2.5332  0.00
Cl3 -3.7980 -4.0450 -1.9940  0.00
C27 -1.7340 -2.3133 -1.6216  0.01
O2 -0.5072 -2.2998 -1.3608  0.03
O3 -2.5156 -1.4416 -1.1861  0.04
H20 -1.5369 -4.2343 -2.5568  0.00

Summary:
**M**: 655.85 g mol⁻¹
**DFT total energy**: -121637.374 eV
**HOMO energy (spin up / spin down)**: -10.70 / -10.84 eV
**Gap between HOMO and LUMO (spin up / spin down)**: 0.2398 / 0.2653 hartree
**Net charge**: +1
**2S+1**: 5

Formula: C27H21CuF5N3O7S
Source: OMol25
Level of theory: ωB97M-V with the def2-TZVPD basis set

Each line ends with the Löwdin spin population.
Positions of all 65 atoms, in Å:
Cu1 0.0846 -0.6312 -0.4334  0.64
C1 -0.8129 0.3031 -3.7897  0.00
C2 -1.7098 0.9393 -2.7706  0.00
C3 -2.9112 1.5384 -3.1469  0.00
C4 -3.6909 2.1471 -2.1845  0.00
C5 -3.2371 2.1883 -0.8769  0.00
C6 -2.0280 1.5801 -0.5835  0.00
N1 -1.3101 0.9361 -1.5020  0.01
C7 -1.4404 1.6312 0.7825  0.00
C8 -1.8725 2.5453 1.7354  0.00
C9 -1.2904 2.5269 2.9872  0.00
C10 -0.3071 1.5949 3.2648  0.00
C11 0.0816 0.7207 2.2593  0.00
N2 -0.4616 0.7719 1.0457  0.02
C12 1.1444 -0.3018 2.4753  0.00
C13 1.4871 -0.7441 3.7447  0.00
C14 2.5261 -1.6541 3.8585  0.00
C15 3.1907 -2.0636 2.7190  0.00
C16 2.7699 -1.5869 1.4772  0.00
C17 3.4445 -1.9994 0.2055  0.00
N3 1.7472 -0.7440 1.3757  0.00
H1 -0.8783 0.8416 -4.7357  0.00
H2 -1.0992 -0.7355 -3.9558  0.00
H3 0.2166 0.3260 -3.4373  0.00
H4 -3.2160 1.5177 -4.1850  0.00
H5 -4.6396 2.5978 -2.4481  0.00
H6 -3.8263 2.6601 -0.1048  0.00
H7 -2.6323 3.2728 1.4936  0.00
H8 -1.5956 3.2402 3.7423  0.00
H9 0.1731 1.5673 4.2318  0.00
H10 0.9455 -0.4104 4.6180  0.00
H11 2.8148 -2.0341 4.8306  0.00
H12 4.0223 -2.7539 2.7754  0.00
H13 4.4722 -2.3097 0.3955  0.00
H14 3.4309 -1.1694 -0.5005  0.00
H15 2.9016 -2.8260 -0.2522  0.00
F1 -0.7700 -2.4142 -2.3998  0.03
C18 0.4201 -2.0016 -1.8051  0.15
F2 0.9678 -3.1744 -1.2896  0.03
H16 1.0835 -1.7051 -2.6271  0.02
F3 3.7977 3.5750 -0.1450  0.00
C19 3.3476 2.3121 -0.1655  0.00
F4 4.3818 1.5201 -0.4906  0.00
F5 2.9835 1.9983 1.0876  0.00
S1 1.9479 2.1277 -1.3514  0.00
O1 0.9098 2.9184 -0.7345  0.00
O2 2.4951 2.6234 -2.5893  0.00
O3 1.7189 0.6834 -1.3396  0.02
O4 -2.8716 -0.9569 0.6889  0.00
C20 -2.0493 -1.7191 1.2062  0.00
O5 -0.8614 -1.9523 0.8153  0.06
C21 -2.4372 -2.4496 2.4838  0.00
C22 -3.7077 -2.2778 3.0129  0.00
C23 -4.0949 -2.8913 4.2086  0.00
C24 -3.1512 -3.6667 4.8339  0.00
O6 -3.2740 -4.3753 6.0089  0.00
C25 -1.9968 -4.9627 6.2426  0.00
O7 -1.1535 -4.6686 5.1389  0.00
C26 -1.8853 -3.8396 4.3107  0.00
C27 -1.4914 -3.2506 3.1390  0.00
H17 -4.3920 -1.6433 2.4661  0.00
H18 -5.0841 -2.7628 4.6268  0.00
H19 -2.1102 -6.0456 6.3365  0.00
H20 -1.5662 -4.5394 7.1559  0.00
H21 -0.5045 -3.3736 2.7152  0.00

Summary:
**M**: 690.08 g mol⁻¹
**DFT total energy**: -116208.951 eV
**HOMO energy (spin up / spin down)**: -5.02 / -5.80 eV
**Gap between HOMO and LUMO (spin up / spin down)**: 0.2743 / 0.3031 hartree
**Net charge**: -1
**2S+1**: 2